Entry 1:
Entry from OMol25: a molecular structure, C25H29N5O6S (ωB97M-V/def2-TZVPD).

Geometry (Å):
C 2.860 1.530 -3.394
H 1.986 2.067 -3.037
C 3.399 0.594 -2.318
H 4.219 0.003 -2.731
H 3.803 1.192 -1.496
C 2.349 -0.372 -1.731
N 1.362 0.402 -0.981
C 0.192 0.921 -1.379
O -0.349 0.787 -2.453
C -0.424 1.799 -0.243
C -1.587 2.590 -0.739
C -1.763 3.943 -0.759
C -2.994 4.175 -1.418
C -3.481 2.949 -1.761
O -2.633 1.986 -1.346
C -4.722 2.534 -2.466
H -4.475 1.878 -3.300
H -5.242 3.410 -2.840
H -5.384 1.989 -1.793
H -3.448 5.124 -1.615
H -1.099 4.680 -0.356
N -0.723 1.014 0.958
C 0.248 0.961 1.906
O 1.361 1.461 1.676
C 0.022 0.382 3.219
C 1.049 0.259 4.168
N 2.346 0.516 3.983
H 2.604 1.010 3.141
H 2.945 0.449 4.795
C 0.517 -0.241 5.401
N -0.778 -0.462 5.408
S -1.461 -0.118 3.986
C 1.339 -0.459 6.609
O 2.536 -0.222 6.639
N 0.648 -0.932 7.663
H -0.340 -1.094 7.575
H 1.121 -1.100 8.534
C -1.853 0.110 0.865
C -1.494 -1.154 0.118
C -0.588 -2.049 0.666
C -0.224 -3.222 0.010
C -0.804 -3.456 -1.214
C -1.715 -2.557 -1.773
C -2.075 -1.401 -1.128
H -2.758 -0.702 -1.579
O -2.139 -3.036 -2.981
C -1.434 -4.239 -3.191
O -0.628 -4.514 -2.064
H -2.147 -5.064 -3.343
H -0.795 -4.141 -4.085
H 0.476 -3.920 0.438
H -0.146 -1.837 1.628
H -2.213 -0.138 1.862
H -2.657 0.623 0.339
H 0.345 2.522 0.056
H 1.697 0.712 -0.074
C 1.697 -1.228 -2.813
H 2.468 -1.717 -3.403
H 1.072 -1.988 -2.350
H 1.072 -0.624 -3.461
C 3.034 -1.286 -0.708
H 3.533 -0.697 0.060
H 2.296 -1.926 -0.230
H 3.774 -1.913 -1.198
H 3.622 2.257 -3.667
H 2.580 0.979 -4.286

The value obtained for the LUMO energy is -0.321 eV. For the total energy, the calculation gives -2093.52643 Ha. The value obtained for the HOMO energy is -8.06 eV. For the energy above the lowest of the compared OMol25 structures with the same formula, charge and spin, the calculation gives 2.5 kcal per mole.

***

Entry 2:
Entry from OMol25: a molecular structure, C25H29N7O3PSTb (ωB97M-V/def2-TZVPD).

Geometry (Å):
Tb 0.516 -0.277 0.874
N 4.618 -1.465 2.363
C 3.741 -0.483 2.164
N 2.653 -1.050 1.648
C 2.949 -2.398 1.613
N 4.136 -2.677 2.050
C 1.933 -3.389 1.195
C 2.031 -4.790 1.188
N 0.899 -5.478 0.972
C -0.291 -4.884 0.811
C -0.375 -3.534 0.714
N 0.698 -2.789 0.965
H 5.597 -1.430 2.610
H 3.799 0.540 2.491
H 2.956 -5.328 1.377
H -1.191 -5.495 0.660
H -1.313 -3.046 0.548
C 2.412 -0.942 -2.106
C 2.300 0.541 -1.914
C 2.702 1.352 -2.997
C 2.506 2.717 -2.816
C 2.145 3.258 -1.521
C 2.096 4.653 -1.297
C 1.708 5.076 -0.069
C 1.439 4.213 0.989
C 1.518 2.837 0.776
S 1.283 1.815 2.220
C 1.874 2.359 -0.499
N 1.873 0.994 -0.753
H 3.469 -1.186 -2.072
H 2.047 -1.276 -3.038
H 1.890 -1.527 -1.335
H 3.125 0.996 -3.940
H 2.706 3.403 -3.656
H 2.395 5.324 -2.103
H 1.710 6.150 0.158
H 1.110 4.570 1.914
C -5.365 -0.424 2.554
O -3.945 -0.238 2.750
P -3.088 0.204 1.465
O -1.761 -0.774 1.852
C -1.548 -1.232 3.226
O -2.460 1.633 1.774
C -2.179 2.452 2.892
H -5.958 0.229 3.236
H -5.491 -1.469 2.727
H -5.621 -0.192 1.476
H -1.599 -0.380 3.973
H -0.579 -1.737 3.327
H -2.286 -2.036 3.483
H -1.726 1.831 3.628
H -3.149 2.953 3.204
H -1.302 3.125 2.660
C -2.994 0.097 -4.871
C -2.295 -0.013 -3.580
C -1.789 -1.257 -3.202
C -1.038 -1.352 -2.092
N -0.786 -0.352 -1.256
C -1.304 0.837 -1.553
C -2.063 1.054 -2.700
H -3.595 1.054 -4.966
H -3.556 -0.800 -5.114
H -2.209 0.169 -5.629
H -1.949 -2.128 -3.895
H -0.545 -2.317 -1.837
H -1.130 1.624 -0.811
H -2.354 2.088 -2.906

The multiplicity is 7. The value obtained for the LUMO energy (spin up / spin down) is -6.294 / -6.254 eV. For the total energy, the calculation gives -3142.74022 Ha. The expectation value of S² is 12.68. The value obtained for the HOMO energy (spin up / spin down) is -13.03 / -13.04 eV. As for the net charge: +2. For the energy above the lowest of the compared OMol25 structures with the same formula, charge and spin, the calculation gives 5.3 kcal per mole.

***

Entry 3:
Entry from OMol25: a single C25H29NO2 molecule (ωB97M-V/def2-TZVPD).

Geometry (Å):
C -4.293 4.232 -1.921
C -3.507 2.968 -1.746
C -3.195 2.178 -2.847
C -2.463 1.016 -2.702
C -2.025 0.613 -1.446
C -2.329 1.398 -0.345
C -3.064 2.560 -0.496
H -3.297 3.159 0.374
H -1.993 1.082 0.629
C -1.183 -0.638 -1.313
C 0.211 -0.309 -1.811
C 0.964 0.645 -1.135
C 2.244 0.953 -1.557
C 2.779 0.322 -2.667
C 2.029 -0.617 -3.354
C 0.750 -0.932 -2.926
H 0.171 -1.671 -3.463
H 2.441 -1.109 -4.223
H 3.779 0.563 -2.999
H 2.821 1.688 -1.016
H 0.540 1.137 -0.273
O -1.179 -1.070 0.040
C -1.082 -2.456 0.237
C 0.313 -3.072 -0.011
O 0.319 -4.404 0.439
H 0.546 -4.357 1.382
C 1.453 -2.285 0.663
N 1.490 -2.561 2.096
H 2.450 -2.676 2.399
C 0.845 -1.565 2.945
C 1.270 -0.136 2.666
C 2.607 0.202 2.502
C 2.976 1.508 2.232
C 2.012 2.495 2.126
C 0.677 2.170 2.298
C 0.311 0.863 2.565
H -0.731 0.607 2.690
H -0.081 2.935 2.213
H 2.299 3.513 1.909
H 4.020 1.754 2.102
H 3.372 -0.559 2.577
C 1.119 -1.917 4.409
H 0.565 -1.249 5.063
H 0.815 -2.942 4.609
H 2.179 -1.816 4.632
H -0.233 -1.632 2.765
H 1.333 -1.219 0.445
H 2.391 -2.621 0.214
H 0.502 -3.100 -1.090
H -1.361 -2.624 1.281
H -1.808 -2.991 -0.395
H -1.616 -1.429 -1.946
H -2.227 0.415 -3.569
H -3.532 2.479 -3.829
H -3.690 4.982 -2.432
H -4.601 4.636 -0.959
H -5.180 4.051 -2.525

The value obtained for the LUMO energy is 0.784 eV. The SMILES is Cc1ccc([C@H](OC[C@H](O)CN[C@@H](C)c2ccccc2)c2ccccc2)cc1. For the total energy, the calculation gives -1175.27938 Ha. The value obtained for the HOMO energy is -8.60 eV. For the energy above the lowest of the compared OMol25 structures with the same formula, charge and spin, the calculation gives 37.4 kcal per mole.

***

Entry 4:
Entry from OMol25: 2 unconnected molecules or ions with the total composition C25H29NO8 (ωB97M-V/def2-TZVPD).

Geometry (Å):
C -2.537 -0.556 -2.901
C -1.941 -1.772 -2.147
C -0.773 -2.444 -2.938
C 0.490 -1.565 -2.779
O 1.739 -2.261 -2.824
C 1.904 -3.180 -1.823
C 1.734 -4.520 -2.176
C 1.857 -5.540 -1.254
C 2.146 -5.206 0.075
O 2.227 -6.255 0.960
C 2.344 -3.878 0.438
C 2.241 -2.821 -0.510
C 2.489 -1.406 -0.107
O 2.293 -0.450 -0.822
C 3.073 -1.128 1.269
C 3.535 0.156 1.529
C 4.077 0.465 2.771
C 4.159 -0.534 3.736
C 3.736 -1.831 3.484
N 3.879 -2.827 4.523
C 4.768 -3.637 4.274
O 5.382 -4.574 3.946
C 3.174 -2.139 2.235
C 2.655 -3.506 1.874
O 2.452 -4.312 2.756
H -3.134 0.027 -2.193
H -1.705 0.031 -3.306
H -3.158 -0.950 -3.715
H -1.580 -1.492 -1.146
H -2.681 -2.568 -1.977
H -0.673 -3.450 -2.512
H -1.070 -2.576 -3.988
H 0.363 -0.940 -1.889
H 0.513 -0.874 -3.632
H 1.502 -4.747 -3.215
H 1.694 -6.564 -1.576
H 3.147 -6.439 1.182
H 3.472 0.917 0.756
H 4.443 1.466 2.987
H 4.569 -0.275 4.711
C 0.040 2.560 0.027
O -1.121 3.183 0.530
C -0.852 4.470 1.060
C -2.128 5.276 1.173
O -2.535 5.867 -0.055
C -3.106 4.990 -1.020
C -4.517 4.557 -0.684
O -4.502 3.497 0.259
C -5.754 3.326 0.884
H 0.793 2.441 0.815
H -0.240 1.576 -0.345
H 0.460 3.139 -0.804
H -0.140 5.003 0.418
H -0.412 4.342 2.059
H -1.933 6.118 1.841
H -2.934 4.689 1.616
H -2.457 4.132 -1.206
H -3.147 5.573 -1.943
H -5.013 4.194 -1.595
H -5.076 5.412 -0.285
H -6.031 4.224 1.448
H -5.670 2.492 1.579
H -6.532 3.097 0.147

The value obtained for the LUMO energy is -1.035 eV. The SMILES is CCCCOc1ccc(O)c2c1C(=O)c1cccc(N=C=O)c1C2=O.COCCOCCOC. For the total energy, the calculation gives -1626.62756 Ha. The value obtained for the HOMO energy is -9.27 eV.

***

Entry 5:
Entry from OMol25: a molecular structure, C25H30BBrFN10O2S4Ta (ωB97M-V/def2-TZVPD).

Geometry (Å):
Ta -0.216 -0.012 0.340
C -5.238 -4.181 -1.405
C -4.202 -3.987 -0.363
N -3.990 -4.760 0.651
N -2.958 -4.154 1.311
C -2.518 -3.037 0.741
S -1.256 -2.141 1.498
N -3.315 -2.919 -0.353
N -3.264 -1.896 -1.293
H -5.763 -5.110 -1.201
H -4.795 -4.242 -2.400
H -5.957 -3.361 -1.397
H -2.599 -4.562 2.160
H -3.247 -2.308 -2.218
H -4.081 -1.303 -1.187
C -0.582 -0.969 5.221
N 0.650 -0.328 4.752
C 1.883 -0.423 5.368
C 2.737 0.332 4.643
N 2.031 0.891 3.597
B 2.603 1.884 2.543
N 3.284 1.037 1.366
C 4.373 1.515 0.681
C 4.676 0.637 -0.306
N 3.767 -0.385 -0.215
C 3.749 -1.552 -1.099
C 2.922 -0.125 0.807
S 1.688 -1.258 1.362
C 0.769 0.468 3.680
S -0.566 0.861 2.627
H -0.322 -1.606 6.061
H -1.011 -1.568 4.422
H -1.298 -0.217 5.542
H 2.030 -1.003 6.262
H 3.783 0.536 4.789
H 1.702 2.522 2.083
H 3.470 2.559 3.038
H 4.848 2.439 0.961
H 5.464 0.636 -1.040
H 3.495 -1.234 -2.108
H 3.003 -2.253 -0.739
H 4.730 -2.021 -1.093
F -5.901 2.259 -0.550
C -4.710 1.724 -0.297
C -4.572 0.914 0.825
C -3.338 0.353 1.082
C -2.243 0.588 0.231
C -2.425 1.447 -0.867
C -3.662 2.008 -1.150
H -5.423 0.755 1.474
H -3.216 -0.270 1.957
H -1.610 1.681 -1.545
H -3.816 2.670 -1.991
Br 3.308 3.630 -5.424
C 2.800 3.779 -3.626
C 3.126 4.920 -2.900
C 2.755 5.033 -1.564
C 2.045 4.017 -0.948
C 1.728 2.880 -1.690
C 2.106 2.749 -3.027
C 0.983 1.808 -1.073
O 0.840 0.636 -1.564
O 0.404 1.937 0.069
H 3.668 5.722 -3.384
H 3.020 5.923 -1.010
H 1.742 4.089 0.088
H 1.862 1.855 -3.584
N 0.038 -3.175 -3.729
C -0.008 -2.045 -3.015
N -0.162 -0.909 -3.687
S 0.099 -2.212 -1.303
H 0.072 -3.170 -4.736
H 0.157 -4.054 -3.255
H -0.148 -0.901 -4.695
H -0.001 -0.041 -3.200

The value obtained for the LUMO energy is -6.486 eV. For the total energy, the calculation gives -6016.92288 Ha. The value obtained for the HOMO energy is -13.29 eV. As for the net charge: +2. For the energy above the lowest of the compared OMol25 structures with the same formula, charge and spin, the calculation gives 28.8 kcal per mole.

***

Entry 6:
Entry from OMol25: 3 unconnected molecules or ions with the total composition C25H30BF16N7O9PS2 (ωB97M-V/def2-TZVPD).

Geometry (Å):
C 0.188 0.031 3.404
O 0.990 0.289 2.197
B 0.783 -0.753 1.161
O 1.994 -1.541 0.743
C -0.632 -1.090 0.395
C -1.171 -2.666 0.470
C -0.476 -3.962 1.200
C -0.653 -5.374 0.383
S 0.930 -6.443 0.376
C 0.277 -8.143 -0.156
N 0.019 -9.400 0.648
N -0.503 -10.337 -0.270
C -0.634 -9.837 -1.701
O -0.132 -8.457 -1.547
N -2.457 -2.516 -0.327
C -3.466 -3.620 -0.600
C -4.468 -3.795 0.702
S -4.147 -5.327 1.730
C -3.330 -4.893 3.384
N -3.735 -3.859 4.422
N -2.856 -3.904 5.509
C -1.788 -4.951 5.279
O -2.127 -5.568 3.960
C -2.736 -1.113 -0.895
N -3.870 -0.606 -1.756
C -4.894 -0.066 -1.018
C -4.867 1.384 -0.233
C -6.341 -0.898 -0.919
N -1.576 -0.213 -0.422
P -1.344 1.563 -0.727
O 0.197 1.960 -0.875
O -2.095 2.045 -2.258
O -1.953 2.448 0.643
H 0.275 1.016 4.072
H -0.929 -0.119 3.067
H 0.599 -0.845 4.082
H 2.439 -1.872 1.582
H 0.699 -3.760 1.258
H -0.841 -3.999 2.318
H -0.916 -5.229 -0.767
H -1.448 -6.018 0.963
H -1.030 -10.411 -2.657
H -3.001 -4.627 -0.973
H -4.155 -3.215 -1.483
H -5.561 -3.926 0.242
H -4.383 -2.801 1.321
H -0.866 -5.290 5.923
H -4.543 1.324 0.890
H -5.997 1.769 -0.235
H -4.265 2.227 -0.819
H -6.218 -1.982 -0.496
H -6.855 -1.016 -1.987
H -7.116 -0.351 -0.197
H -1.607 1.485 -2.935
H -2.094 3.426 0.425
C 0.346 6.078 -4.123
C 1.723 6.565 -3.652
C 2.870 6.290 -4.619
F 3.034 4.971 -4.870
F 4.049 6.725 -4.099
F 1.976 6.052 -2.418
F 1.634 7.921 -3.477
O -0.084 4.803 -3.633
C 0.420 3.677 -4.346
C 1.377 2.815 -3.515
F 2.418 3.542 -3.033
F 1.917 1.816 -4.259
F 0.964 4.099 -5.513
F -0.669 2.938 -4.693
H -0.387 6.780 -3.711
H 0.220 6.163 -5.209
H 2.719 6.805 -5.571
H 0.862 2.372 -2.658
C 5.130 4.403 1.653
C 5.251 4.127 3.158
C 6.300 3.088 3.540
F 6.062 1.879 2.982
F 6.307 2.889 4.886
F 4.026 3.805 3.650
F 5.590 5.311 3.760
O 4.098 3.698 0.954
C 4.431 2.372 0.557
C 3.610 1.300 1.284
F 3.727 1.406 2.633
F 4.029 0.050 0.958
F 5.768 2.193 0.686
F 4.178 2.307 -0.779
H 4.843 5.457 1.555
H 6.094 4.337 1.136
H 7.303 3.410 3.249
H 2.549 1.386 1.039

The value obtained for the LUMO energy is -4.825 eV. For the total energy, the calculation gives -4790.67837 Ha. The value obtained for the HOMO energy is -11.43 eV. As for the net charge: +1.

***

> Among the records above, which one has the highest total energy?

C25H29NO2

***

> What is the formula in the fifth record?

C25H30BBrFN10O2S4Ta

***

> What is the total energy in the sixth record?

-4790.67837 Ha